A molecular structure, C50H43Br2CsN5P2S2 in a non-equilibrium geometry. Source: the Open Molecules 2025 dataset; level of theory: wB97M-V/def2-TZVPD.

## Properties
Relative energy (zero: lowest compared OMol25 entry of this formula, charge and spin)   74.5 kJ/mol
Net charge   -1
HOMO (alpha / beta)   -3.21 / -3.91 eV
Gap between HOMO and LUMO (alpha / beta)   4.9 / 5.6 eV

Last column: Mulliken charge in e.
Geometry (Å):
Cs -1.3968 1.7665 0.9443  1.711
C -0.6590 0.4824 6.1797  -1.444
C -0.5041 0.2432 4.6868  0.601
S -1.8898 0.3161 3.7269  -0.256
C 0.7879 -0.0616 4.2002  0.098
C 1.9217 -0.1810 5.2037  -1.649
S 1.1456 -0.3547 2.5723  -0.127
H -1.6810 0.7683 6.4024  0.346
H 0.0126 1.2714 6.5349  0.315
H -0.4190 -0.4226 6.7507  0.293
H 1.7961 -1.0795 5.8213  0.307
H 1.9593 0.6729 5.8869  0.339
H 2.8699 -0.2580 4.6826  0.344
Br -0.0731 9.0955 3.2616  -0.202
C -0.2240 7.3044 2.6600  0.062
C -0.9977 6.4094 3.3638  -0.749
C -1.0680 5.1202 2.8547  -0.285
N -0.4371 4.7250 1.7560  0.210
C 0.3088 5.5992 1.0928  0.379
C 0.4399 6.9174 1.5113  -0.708
C 0.9861 5.0936 -0.1445  0.498
C 2.0221 5.7958 -0.7436  -0.498
C 2.5834 5.2698 -1.8919  -0.323
Br 4.0121 6.1904 -2.7338  -0.224
C 2.1268 4.0874 -2.4235  -0.656
C 1.0982 3.4553 -1.7376  -0.724
N 0.5448 3.9380 -0.6297  0.262
H -1.5285 6.6953 4.2609  0.420
H -1.6662 4.3667 3.3618  0.427
H 1.0256 7.6333 0.9523  0.383
H 2.3992 6.7187 -0.3262  0.370
H 2.5541 3.6561 -3.3159  0.665
H 0.7017 2.5138 -2.1082  0.643
C -6.1192 -2.2116 1.9943  -0.508
C -4.7870 -2.5128 1.7229  -0.619
C -3.9879 -1.6149 1.0361  0.166
C -4.4992 -0.3786 0.6072  -0.547
C -5.8443 -0.0790 0.8897  -0.390
C -6.6358 -0.9893 1.5725  -0.494
N -3.6643 0.4539 -0.1223  0.490
N -4.0373 1.7237 -0.1278  -0.951
C -3.5105 2.5157 -1.1014  -0.590
C -3.0620 2.0306 -2.3610  0.171
C -2.6387 2.9308 -3.3148  -0.444
C -2.6501 4.2987 -3.0343  -0.500
C -3.1051 4.6842 -1.7793  -0.243
N -3.5194 3.8482 -0.8330  -0.312
H -6.7403 -2.9158 2.5347  0.358
H -4.3645 -3.4530 2.0619  0.384
H -2.9428 -1.8369 0.8406  0.396
H -6.2353 0.8732 0.5591  0.426
H -7.6730 -0.7452 1.7756  0.363
H -3.1039 0.9676 -2.5600  0.272
H -2.3126 2.5749 -4.2872  0.400
H -2.3251 5.0339 -3.7604  0.394
H -3.1389 5.7415 -1.5200  0.409
C 0.4572 -2.3600 -0.0447  -0.361
P -0.0666 -0.8757 -1.0443  1.119
C -0.9540 -1.6645 -2.4507  -0.304
C -0.3652 -2.3728 -3.5020  0.157
C -1.1513 -3.0085 -4.4520  -0.822
C -2.5379 -2.9564 -4.3597  -0.793
C -3.1334 -2.2538 -3.3221  -0.643
C -2.3456 -1.6033 -2.3776  -0.479
C 1.5135 -0.2561 -1.7518  1.233
C 1.6592 0.1495 -3.0811  -0.338
C 2.8456 0.7263 -3.5235  -0.907
C 3.8947 0.9364 -2.6387  -0.679
C 3.7387 0.5908 -1.3022  -0.574
C 2.5602 0.0062 -0.8622  -0.624
P 0.9291 -3.9937 -0.7625  -0.100
C 1.3956 -4.8614 0.8029  0.394
C 2.2697 -5.9512 0.7288  -0.547
C 2.5904 -6.6905 1.8576  -0.612
C 2.0403 -6.3568 3.0902  -0.380
C 1.1691 -5.2826 3.1774  -0.697
C 0.8457 -4.5426 2.0443  -0.181
C 2.6275 -3.6868 -1.4081  0.347
C 3.6210 -3.0593 -0.6559  -0.123
C 4.8951 -2.8876 -1.1744  -0.622
C 5.1964 -3.3422 -2.4541  -0.525
C 4.2191 -3.9738 -3.2101  -0.550
C 2.9413 -4.1442 -2.6851  -0.384
H -0.4415 -2.5719 0.5386  -0.191
H 1.1978 -2.0254 0.6799  0.016
H 0.7133 -2.4325 -3.5781  0.644
H -0.6809 -3.5605 -5.2595  0.428
H -3.1502 -3.4647 -5.0961  0.363
H -4.2134 -2.1974 -3.2490  0.493
H -2.8107 -1.0176 -1.5877  0.332
H 0.8417 0.0218 -3.7778  0.508
H 2.9488 1.0109 -4.5652  0.430
H 4.8212 1.3809 -2.9841  0.439
H 4.5409 0.7768 -0.5971  0.513
H 2.4528 -0.2424 0.1912  -0.277
H 2.7112 -6.2184 -0.2257  0.344
H 3.2771 -7.5255 1.7768  0.377
H 2.2937 -6.9280 3.9760  0.356
H 0.7417 -5.0054 4.1337  0.402
H 0.1788 -3.6965 2.1510  0.350
H 3.3957 -2.7078 0.3475  0.374
H 5.6565 -2.3934 -0.5806  0.433
H 6.1912 -3.2003 -2.8606  0.375
H 4.4494 -4.3317 -4.2069  0.417
H 2.1752 -4.6444 -3.2702  0.403

A molecular structure, C50H43Br2CsN9O3S2 in a non-equilibrium geometry. Source: the Open Molecules 2025 dataset; level of theory: wB97M-V/def2-TZVPD.

## Properties
Relative energy (zero: lowest compared OMol25 entry of this formula, charge and spin)   162.4 kJ/mol
Net charge   -1
HOMO   -4.86 eV
Gap between HOMO and LUMO   6.5 eV

Last column: Mulliken charge in e.
Geometry (Å):
Cs -0.3212 -0.6440 0.0629  1.637
C 0.6172 5.4515 0.7004  -0.728
C -0.4144 5.8038 1.5693  -0.472
C -1.3177 4.8487 1.9798  -1.195
C -1.1980 3.5314 1.4964  0.383
N -0.1787 3.1845 0.6830  0.766
C 0.6848 4.1275 0.3015  -0.233
N -2.0252 2.5474 1.9705  -0.630
C -2.5100 1.6442 1.1706  0.304
N -2.8450 0.4037 1.5760  -0.577
C -3.2727 -0.3048 0.5002  -0.576
N -3.5652 -1.5622 0.5882  -0.508
C -3.5462 -2.4219 -0.4882  0.169
C -4.4744 -3.4758 -0.5606  -0.802
C -4.3551 -4.3998 -1.5753  -0.385
C -3.3096 -4.2910 -2.4918  -0.733
C -2.4309 -3.2347 -2.3386  -0.664
N -2.5437 -2.3133 -1.3760  0.859
C -3.3413 0.5920 -0.7163  0.839
C -3.8425 0.4283 -1.9975  -0.391
C -3.8366 1.5274 -2.8502  -0.993
C -3.3387 2.7557 -2.4255  -0.610
C -2.8258 2.9134 -1.1410  -0.138
C -2.8398 1.8162 -0.2960  0.766
H 1.3522 6.1725 0.3671  0.466
H -0.5049 6.8242 1.9241  0.392
H -2.1294 5.0836 2.6566  0.538
H 1.4792 3.7876 -0.3599  0.000
H -5.2505 -3.5369 0.1908  0.497
H -5.0584 -5.2217 -1.6466  0.364
H -3.1637 -5.0192 -3.2778  0.403
H -1.5708 -3.1262 -2.9940  0.280
H -4.2366 -0.5219 -2.3321  0.482
H -4.2224 1.4269 -3.8583  0.400
H -3.3521 3.5990 -3.1067  0.543
H -2.4407 3.8697 -0.8167  0.396
C -0.5991 -5.1479 0.6238  -1.480
C 0.4773 -4.0684 0.6683  2.230
C 1.7235 -4.5580 1.3817  -1.737
O 0.0003 -2.9303 1.4035  -0.724
C 0.8694 -3.6894 -0.8053  0.007
O 1.2520 -4.6294 -1.5195  -0.851
O 0.7603 -2.4601 -1.1041  -0.793
H -0.8204 -5.5058 1.6332  0.390
H -0.2564 -5.9746 0.0022  0.374
H -1.5235 -4.7527 0.1849  0.185
H 1.4709 -4.9613 2.3665  0.492
H 2.4307 -3.7330 1.5168  0.170
H 2.1931 -5.3294 0.7739  0.325
H -0.8375 -2.6754 1.0009  -0.108
S -0.1222 1.1674 -2.9543  0.145
C 1.1924 1.7902 -3.7103  -0.743
N 1.3052 1.9566 -5.0496  0.361
C 2.4542 2.6599 -5.6097  -0.759
C 2.7882 3.8187 -4.7117  -0.919
N 3.1147 3.2764 -3.3946  0.400
C 4.2210 3.8537 -2.6389  -1.820
C 5.4834 3.0137 -2.6778  0.970
C 6.0603 2.6619 -3.8941  -0.056
C 7.2080 1.8815 -3.9354  -0.863
C 7.7932 1.4468 -2.7528  -0.451
C 7.2255 1.7979 -1.5348  -0.691
C 6.0753 2.5750 -1.5005  -0.176
C 2.3906 2.2565 -2.8791  -0.579
S 2.7322 1.5527 -1.4390  0.504
C 0.2260 1.6230 -5.9785  -1.731
C -0.4933 2.8655 -6.4521  0.578
C -1.2119 3.6344 -5.5343  0.032
C -1.8440 4.7995 -5.9414  -0.747
C -1.7699 5.2111 -7.2695  -0.437
C -1.0604 4.4504 -8.1863  -0.585
C -0.4229 3.2830 -7.7753  -0.239
H 2.1980 3.0074 -6.6090  0.405
H 3.3174 1.9913 -5.6815  0.365
H 1.9347 4.5027 -4.6621  0.351
H 3.6458 4.3692 -5.0922  0.542
H 3.9057 3.9822 -1.6036  0.404
H 4.4137 4.8387 -3.0664  0.651
H 5.6073 2.9942 -4.8239  0.276
H 7.6428 1.6098 -4.8903  0.393
H 8.6811 0.8263 -2.7810  0.381
H 7.6639 1.4447 -0.6089  0.398
H 5.6064 2.8127 -0.5519  0.343
H -0.4545 0.9594 -5.4522  0.497
H 0.6558 1.0834 -6.8249  0.441
H -1.2749 3.3034 -4.5021  0.447
H -2.4027 5.3866 -5.2216  0.427
H -2.2654 6.1213 -7.5859  0.375
H -1.0009 4.7624 -9.2223  0.374
H 0.1281 2.6855 -8.4955  0.386
Br 7.0673 -2.5758 1.6880  -0.213
C 5.3608 -1.8269 1.3250  -0.120
C 4.7388 -2.0909 0.1210  -1.078
C 3.4924 -1.5048 -0.0724  -0.537
N 2.8996 -0.7303 0.8287  0.756
C 3.5146 -0.4879 1.9815  0.471
C 4.7619 -1.0263 2.2829  -0.669
C 2.7689 0.4165 2.9202  0.365
C 3.4135 1.1221 3.9305  -0.752
C 2.6439 1.9636 4.7120  -0.047
Br 3.4777 2.9644 6.0927  -0.218
C 1.2894 2.0953 4.4939  -0.837
C 0.7396 1.3431 3.4598  -0.270
N 1.4607 0.5282 2.6937  0.254
H 5.1848 -2.7262 -0.6308  0.559
H 2.9284 -1.6874 -0.9845  0.523
H 5.2461 -0.8503 3.2333  0.485
H 4.4800 1.0455 4.0881  0.417
H 0.6765 2.7575 5.0895  0.466
H -0.3236 1.4164 3.2350  0.466

A molecular structure, C50H43FN7O3SbSn in a non-equilibrium geometry. Source: the Open Molecules 2025 dataset; level of theory: wB97M-V/def2-TZVPD.

## Properties
Relative energy (zero: lowest compared OMol25 entry of this formula, charge and spin)   179.7 kJ/mol
Net charge   +2
HOMO   -11.82 eV
Gap between HOMO and LUMO   5.9 eV

Last column: Mulliken charge in e.
Geometry (Å):
Sn -0.5967 0.9089 1.1764  1.415
N -2.6277 2.2668 -2.6681  0.184
C -2.2395 1.5039 -1.6637  -0.867
N -2.0042 1.9449 -0.4506  -0.092
C -2.2229 3.2952 -0.1676  0.258
N -2.1741 3.7418 1.0435  -1.146
N -1.8297 2.7205 1.9169  0.485
C -2.3057 2.7774 3.0966  -0.737
C -1.9727 1.7039 4.0524  0.829
C -2.3184 1.7859 5.3832  -0.878
C -1.9469 0.7433 6.2273  -0.283
C -1.2465 -0.3274 5.7042  -0.984
C -0.9477 -0.3339 4.3476  -0.051
N -1.3155 0.6564 3.5402  0.225
C -2.5328 4.2011 -1.2701  0.879
C -2.6128 5.5857 -1.1027  -0.491
C -2.9105 6.3891 -2.1813  -0.857
C -3.1396 5.8222 -3.4390  -0.481
C -3.0624 4.4572 -3.6221  -0.966
C -2.7529 3.6593 -2.5285  0.515
H -2.8016 1.8400 -3.5678  0.318
H -2.1155 0.4477 -1.8784  0.754
H -2.9400 3.6065 3.3989  0.435
H -2.8502 2.6509 5.7558  0.456
H -2.1969 0.7784 7.2790  0.457
H -0.9321 -1.1520 6.3274  0.464
H -0.3912 -1.1489 3.8986  0.453
H -2.4395 6.0053 -0.1215  0.512
H -2.9691 7.4612 -2.0565  0.454
H -3.3790 6.4578 -4.2806  0.454
H -3.2346 4.0161 -4.5958  0.435
C -0.6456 -6.5470 3.8232  -1.635
C -1.7105 -6.4270 2.7447  0.425
C -3.0725 -6.8210 3.2809  -0.993
C -4.1557 -6.6179 2.2400  -1.001
C -4.1798 -5.1763 1.8185  1.025
C -5.3405 -4.5601 1.4195  -0.784
C -5.3362 -3.2217 1.0262  0.011
F -6.4931 -2.6755 0.6419  -0.337
C -4.1995 -2.4734 1.0179  -1.058
C -3.0005 -3.0823 1.4140  0.997
C -1.7633 -2.3269 1.3274  1.068
O -1.7491 -1.1043 1.0461  -1.147
C -0.5791 -3.0671 1.5408  -0.370
C -0.6351 -4.3588 2.0004  -0.180
N -1.7716 -5.0199 2.1959  0.177
C -2.9877 -4.4223 1.8237  -0.652
C 0.7316 -2.3981 1.3193  0.238
O 1.0035 -2.0106 -0.0328  -0.100
O 1.5575 -2.1135 2.1119  -0.523
H -0.7318 -7.5304 4.2836  0.423
H -0.7988 -5.7963 4.6007  0.401
H 0.3729 -6.4683 3.4485  0.508
H -1.4597 -7.0751 1.9011  0.146
H -3.2936 -6.2229 4.1708  0.359
H -3.0191 -7.8626 3.5944  0.403
H -5.1319 -6.9029 2.6293  0.483
H -3.9609 -7.2524 1.3702  0.339
H -6.2722 -5.1115 1.3969  0.553
H -4.2046 -1.4431 0.6966  0.597
H 0.2742 -4.8952 2.2285  0.582
N -0.6724 -2.6700 -1.6980  -0.600
C 0.1244 -2.3662 -0.9268  0.788
C 1.0975 4.4796 -1.8357  -0.988
C 2.2569 4.0893 -2.7162  0.862
C 2.7210 4.9896 -3.6724  -0.818
C 3.7920 4.6752 -4.4951  -0.733
C 4.4151 3.4416 -4.3804  -0.917
C 3.9602 2.5334 -3.4353  -0.406
C 2.8932 2.8503 -2.5970  0.387
Sb 2.2627 1.3787 -1.1856  0.588
C 4.0516 0.9657 -0.1135  0.424
C 4.3080 -0.3450 0.2884  -0.257
C 5.3627 -0.6431 1.1373  -1.028
C 6.1626 0.3838 1.6130  -0.815
C 5.8910 1.6930 1.2480  -0.730
C 4.8356 2.0141 0.3967  0.523
C 4.5898 3.4656 0.0701  -1.143
C 1.9185 -0.0992 -2.7051  0.740
C 0.6470 0.1182 -3.2502  -0.758
C 0.1399 -0.6564 -4.2777  -0.626
C 0.9121 -1.6953 -4.7755  -0.766
C 2.1803 -1.9045 -4.2668  -0.610
C 2.7172 -1.1140 -3.2443  1.160
C 4.1409 -1.3821 -2.8322  -1.742
H 0.6409 5.4099 -2.1750  0.470
H 1.4049 4.6231 -0.7956  0.266
H 0.3273 3.7052 -1.8395  -0.091
H 2.2378 5.9550 -3.7700  0.411
H 4.1377 5.3927 -5.2274  0.400
H 5.2479 3.1868 -5.0224  0.476
H 4.4527 1.5710 -3.3517  0.307
H 3.6820 -1.1549 -0.0702  0.540
H 5.5579 -1.6685 1.4219  0.482
H 6.9877 0.1709 2.2797  0.405
H 6.5102 2.4939 1.6342  0.409
H 5.2047 4.1058 0.7003  0.479
H 3.5456 3.7509 0.2372  0.040
H 4.8213 3.6918 -0.9706  0.276
H 0.0564 0.9521 -2.8782  0.282
H -0.8406 -0.4574 -4.6941  0.345
H 0.5355 -2.3268 -5.5688  0.407
H 2.7953 -2.6928 -4.6859  0.464
H 4.7468 -1.6045 -3.7109  0.512
H 4.2094 -2.2494 -2.1724  0.340
H 4.5921 -0.5377 -2.3193  0.136